171
Properties=species:S:1:pos:R:3:forces:R:3:lowdin_charge:R:1 method="wB97M-V/def2-TZVPD" orbital_gap_ha=0.2543 mol_weight_da=1192.14 lumo_ev=1.83 e_tot_ev=-168608.97145 total_charge=-1
C 0.783 2.097 -4.558 0.9 0.3 0.3 -0.105
C 1.872 2.844 -3.758 -0.8 -0.3 0.4 -0.247
C 3.022 1.910 -3.342 -0.1 0.9 0.1 -0.171
C 3.586 2.310 -1.978 0.2 -0.6 -1.2 -0.227
O 2.537 2.187 -1.042 0.6 0.3 0.1 -0.117
C 2.924 2.335 0.281 -1.1 0.4 1.1 -0.568
C 3.729 3.606 0.597 0.3 -0.6 -0.5 -0.117
C 3.180 4.892 0.011 0.8 0.0 -0.2 -0.769
O 3.817 5.532 -0.768 -0.4 0.0 0.2 -0.013
I 1.240 5.663 0.594 0.2 -0.2 0.1 0.851
N 3.764 1.210 0.762 0.7 0.4 -0.6 -0.363
Br 3.049 -0.430 0.215 -0.1 -0.2 0.2 0.701
C 1.648 2.375 1.180 -0.8 0.1 1.0 -0.766
O 1.838 2.601 2.409 1.3 0.0 -0.1 -0.092
O 0.551 2.182 0.677 -0.7 -0.4 -1.1 -0.023
H 1.289 1.466 -5.295 -0.3 0.0 -0.2 0.065
H 0.118 2.814 -5.037 -0.2 -0.2 -0.1 0.060
H 0.243 1.449 -3.869 -0.1 0.0 -0.1 0.059
H 1.384 3.230 -2.859 0.1 0.0 0.0 0.106
H 2.235 3.724 -4.294 0.2 -0.1 -0.1 0.102
H 3.811 2.044 -4.088 0.1 -0.4 0.1 0.111
H 2.696 0.870 -3.302 0.0 0.0 -0.1 0.103
H 3.974 3.329 -2.081 -0.1 0.1 0.4 0.116
H 4.419 1.633 -1.758 0.0 0.1 0.3 0.117
H 3.838 3.644 1.674 -0.4 0.3 0.0 0.083
H 4.727 3.484 0.170 0.0 0.2 0.0 0.128
H 3.698 1.242 1.778 -0.2 -0.1 0.0 0.045
C -4.189 -2.926 -3.546 0.2 0.1 0.2 -0.106
O -3.319 -3.725 -2.766 -0.2 0.0 -0.2 -0.185
C -2.703 -4.777 -3.495 0.2 -0.3 0.3 -0.211
C -1.222 -4.518 -3.680 0.0 0.3 -0.1 -0.202
N -0.993 -3.413 -4.607 0.0 -0.1 0.0 -0.044
C 0.385 -2.924 -4.637 -0.2 0.1 -0.1 -0.197
C 0.961 -2.313 -3.362 0.3 0.2 -0.1 -0.228
O 0.365 -1.089 -2.989 -0.1 -0.3 0.0 -0.195
C -0.829 -1.202 -2.232 0.0 0.4 0.0 -0.081
H -4.742 -2.272 -2.873 0.0 0.0 0.1 0.095
H -3.630 -2.303 -4.247 -0.2 0.0 -0.1 0.060
H -4.906 -3.543 -4.097 0.0 0.0 -0.1 0.083
H -3.194 -4.947 -4.459 0.0 0.2 0.0 0.117
H -2.824 -5.686 -2.897 0.0 0.0 0.0 0.122
H -0.747 -5.420 -4.075 0.0 0.0 0.0 0.098
H -0.796 -4.311 -2.690 0.0 -0.2 0.1 0.111
H -1.595 -2.641 -4.352 0.0 0.0 0.0 0.064
H 0.426 -2.156 -5.415 0.1 0.0 0.0 0.115
H 1.036 -3.742 -4.967 0.0 0.0 0.1 0.109
H 2.010 -2.076 -3.567 0.0 0.0 0.0 0.120
H 0.972 -3.016 -2.520 -0.2 0.0 0.0 0.112
H -0.830 -2.087 -1.591 0.0 -0.1 -0.1 0.090
H -1.707 -1.208 -2.887 -0.1 -0.2 0.1 0.070
H -0.902 -0.317 -1.600 0.1 0.0 0.0 0.098
C 4.083 8.831 6.165 0.2 0.0 -0.1 -0.113
O 5.220 8.036 6.446 -0.3 0.1 0.0 -0.195
C 4.967 6.971 7.355 0.4 -0.2 0.2 -0.217
C 5.044 5.626 6.658 -0.2 0.2 -0.2 -0.216
N 3.923 5.444 5.748 0.2 0.0 0.0 -0.045
C 4.049 4.299 4.846 -0.4 0.1 0.0 -0.185
C 5.189 4.286 3.834 -0.1 -0.2 0.0 -0.216
O 5.071 5.271 2.822 0.3 0.1 0.2 -0.197
C 5.580 6.548 3.153 -0.2 0.0 -0.3 -0.088
H 4.420 9.707 5.611 0.1 0.0 0.0 0.086
H 3.359 8.292 5.546 -0.1 0.0 0.1 0.078
H 3.596 9.167 7.085 -0.1 0.0 0.0 0.087
H 4.007 7.095 7.866 -0.1 0.0 -0.1 0.119
H 5.754 7.011 8.115 0.0 0.0 0.0 0.117
H 5.028 4.831 7.410 0.0 0.0 0.0 0.122
H 6.008 5.581 6.133 0.1 0.0 0.1 0.104
H 3.817 6.279 5.187 0.0 0.0 0.0 0.068
H 3.115 4.245 4.280 0.0 -0.2 -0.1 0.116
H 4.103 3.387 5.450 0.0 0.0 0.0 0.121
H 5.133 3.323 3.318 0.0 0.0 0.0 0.114
H 6.184 4.322 4.296 0.0 0.2 0.1 0.112
H 6.439 6.490 3.827 -0.1 0.0 0.1 0.087
H 4.800 7.179 3.589 0.1 0.1 0.2 0.074
H 5.900 7.026 2.226 0.0 -0.1 0.0 0.090
C -0.207 -1.167 3.159 0.2 0.0 0.0 -0.117
O 0.637 -0.728 4.206 -0.3 -0.1 -0.1 -0.198
C 0.624 0.691 4.381 0.2 0.1 0.3 -0.208
C -0.049 1.062 5.691 -0.1 -0.3 -0.2 -0.199
N -1.488 0.807 5.651 0.1 0.0 0.3 -0.038
C -2.146 0.882 6.951 -0.1 -0.1 -0.3 -0.205
C -1.727 -0.116 8.029 -0.2 0.2 0.3 -0.226
O -2.080 -1.460 7.751 0.2 0.0 0.0 -0.184
C -1.165 -2.163 6.926 -0.3 -0.2 0.0 -0.099
H 0.002 -2.223 2.984 0.0 0.0 0.1 0.083
H -1.266 -1.066 3.428 0.0 0.0 -0.1 0.074
H -0.011 -0.614 2.236 -0.1 0.0 0.0 0.082
H 0.166 1.201 3.533 0.0 0.0 0.0 0.112
H 1.664 1.014 4.427 0.0 0.1 -0.1 0.110
H 0.119 2.126 5.890 0.0 0.0 0.0 0.116
H 0.440 0.481 6.486 0.1 0.1 0.0 0.101
H -1.646 -0.115 5.267 0.0 0.0 -0.1 0.066
H -3.215 0.741 6.769 0.0 0.0 0.1 0.119
H -2.023 1.897 7.344 0.1 -0.1 0.0 0.084
H -2.275 0.146 8.940 0.0 0.0 0.0 0.117
H -0.664 -0.040 8.284 0.1 -0.1 -0.2 0.110
H -0.135 -1.830 7.074 0.0 0.1 -0.1 0.088
H -1.439 -2.074 5.873 0.2 0.0 -0.1 0.072
H -1.227 -3.220 7.189 0.0 0.0 0.1 0.084
C 1.145 -7.530 -3.837 -0.1 -0.1 0.1 -0.113
O -0.131 -7.866 -4.355 0.3 0.1 0.0 -0.211
C -0.199 -7.812 -5.776 -0.5 0.0 -0.1 -0.217
C -0.348 -9.201 -6.366 0.2 0.0 0.2 -0.213
N 0.876 -9.979 -6.210 -0.2 -0.1 0.0 -0.051
C 0.725 -11.402 -6.509 0.2 0.1 0.1 -0.201
C -0.225 -12.223 -5.639 0.0 -0.3 -0.2 -0.231
O 0.204 -12.387 -4.300 -0.1 0.1 0.0 -0.179
C -0.128 -11.322 -3.424 0.2 -0.2 0.1 -0.097
H 1.052 -7.424 -2.757 -0.1 0.0 0.0 0.093
H 1.879 -8.317 -4.040 0.1 0.1 -0.1 0.078
H 1.502 -6.582 -4.248 0.1 0.0 0.0 0.081
H 0.661 -7.289 -6.203 0.1 -0.1 0.1 0.125
H -1.094 -7.235 -6.028 0.0 0.0 0.0 0.121
H -0.583 -9.114 -7.431 0.0 0.0 0.0 0.123
H -1.200 -9.679 -5.866 -0.1 0.1 -0.1 0.104
H 1.203 -9.888 -5.258 0.0 0.0 0.0 0.066
H 1.720 -11.846 -6.421 0.0 -0.1 0.0 0.118
H 0.425 -11.507 -7.557 -0.1 0.0 0.0 0.116
H -0.253 -13.231 -6.061 0.0 0.0 0.0 0.119
H -1.256 -11.852 -5.673 0.0 0.1 0.1 0.110
H -1.070 -10.841 -3.696 0.0 0.1 -0.1 0.089
H 0.675 -10.582 -3.387 -0.1 0.2 0.0 0.071
H -0.230 -11.738 -2.421 0.0 -0.1 0.0 0.088
C -4.846 -2.984 -11.184 0.1 -0.1 0.1 -0.119
O -3.542 -2.898 -10.643 -0.2 0.1 -0.2 -0.194
C -2.867 -1.682 -10.949 0.4 0.0 0.1 -0.217
C -2.697 -0.822 -9.713 -0.3 -0.1 0.0 -0.214
N -3.975 -0.282 -9.263 0.2 0.0 0.1 -0.052
C -3.934 0.333 -7.936 -0.2 0.0 -0.2 -0.195
C -3.584 -0.555 -6.745 0.1 0.3 0.3 -0.224
O -4.563 -1.534 -6.435 0.1 0.0 -0.2 -0.196
C -4.468 -2.731 -7.187 -0.2 0.0 0.2 -0.098
H -5.196 -4.006 -11.043 0.1 0.0 0.0 0.087
H -5.539 -2.310 -10.671 -0.1 0.1 -0.1 0.077
H -4.845 -2.762 -12.255 -0.1 0.0 0.0 0.086
H -3.371 -1.131 -11.748 -0.1 0.0 0.1 0.120
H -1.873 -1.958 -11.315 0.0 0.0 0.0 0.120
H -2.020 0.006 -9.943 0.0 0.0 0.0 0.124
H -2.225 -1.445 -8.942 0.2 0.0 -0.1 0.106
H -4.658 -1.028 -9.246 0.0 0.0 0.0 0.065
H -4.927 0.752 -7.755 0.0 0.0 0.1 0.119
H -3.237 1.176 -7.965 0.1 0.0 0.0 0.119
H -3.535 0.095 -5.867 0.0 0.0 0.0 0.125
H -2.593 -1.015 -6.835 0.0 -0.1 -0.1 0.111
H -3.437 -2.972 -7.454 0.0 0.0 -0.1 0.092
H -5.089 -2.677 -8.086 0.1 -0.1 -0.1 0.071
H -4.863 -3.541 -6.572 0.0 0.0 0.0 0.077
C -4.023 5.822 10.010 0.2 -0.1 0.0 -0.122
O -3.373 4.659 9.539 -0.2 0.2 0.0 -0.193
C -3.750 4.280 8.218 0.2 -0.4 -0.1 -0.210
C -2.609 4.484 7.241 0.0 0.3 0.1 -0.225
N -2.347 5.901 7.018 0.1 -0.1 0.0 -0.049
C -1.099 6.169 6.301 -0.2 0.2 0.1 -0.189
C 0.214 5.754 6.960 0.2 0.1 -0.4 -0.216
O 0.541 6.495 8.129 -0.1 -0.2 0.1 -0.186
C -0.054 6.027 9.323 0.2 0.3 0.0 -0.107
H -3.802 5.918 11.072 0.0 0.0 0.0 0.086
H -3.658 6.720 9.500 -0.1 0.1 0.0 0.077
H -5.107 5.747 9.886 0.0 0.1 0.0 0.085
H -4.651 4.806 7.889 0.1 0.1 0.0 0.122
H -3.985 3.212 8.252 0.0 0.0 0.0 0.113
H -2.867 4.016 6.287 0.1 0.0 0.0 0.130
H -1.731 3.967 7.649 -0.1 -0.1 0.0 0.090
H -2.309 6.374 7.911 0.0 0.0 0.0 0.064
H -1.058 7.249 6.139 0.1 0.0 -0.1 0.117
H -1.160 5.704 5.313 0.0 -0.1 0.0 0.124
H 1.012 5.968 6.246 0.0 0.0 0.0 0.111
H 0.270 4.677 7.155 -0.1 0.0 0.1 0.107
H -0.192 4.943 9.319 -0.1 0.0 0.0 0.089
H -1.010 6.526 9.507 -0.1 -0.2 0.1 0.069
H 0.610 6.286 10.149 0.0 0.0 0.0 0.084